The following is a quantum chemistry calculation of a cluster of 2 separate species, C7H4NO3 in total in a non-equilibrium geometry, from the Open Molecules 2025 dataset.

Geometry as XYZ:
```
15
Properties=species:S:1:pos:R:3:forces:R:3
C -1.970 -0.898 -0.388 1.6 0.0 0.7
C 0.448 -0.713 -1.059 -2.5 0.0 2.4
C -0.221 -0.191 1.322 -0.9 -2.7 -0.4
C 1.643 -0.352 -0.735 2.1 0.2 1.5
C 1.067 -0.190 1.570 3.1 1.2 -0.6
C -0.910 1.606 -0.522 -0.1 0.1 -2.4
C -0.691 -0.602 -0.072 3.2 2.4 0.6
N -3.043 -1.154 -0.649 -3.8 -0.9 -1.0
O -0.659 1.759 -1.673 0.2 -0.5 -0.1
O -1.240 2.060 0.493 -0.7 0.8 2.3
O 2.119 -0.066 0.554 -1.7 -0.6 0.2
H 0.340 -0.761 -2.087 -1.0 -0.4 -1.8
H -0.834 -0.235 2.248 0.0 0.1 -1.1
H 2.341 -0.177 -1.511 1.1 0.1 -0.3
H 1.609 -0.088 2.510 -0.7 0.1 0.0
```
Positions in Å, forces in eV/Å.

Summary:
ΔE to the lowest compared entry with this formula, charge and spin	35.2	kJ/mol
highest occupied orbital energy	-2.6	eV
2S+1	1
gap between HOMO and LUMO	0.231	Ha
E_LUMO	3.73	eV
net charge	-1



The following is a quantum chemistry calculation of a cluster of 2 separate species, C7H4O in total in a non-equilibrium geometry, from the Open Molecules 2025 dataset.

Geometry as XYZ:
```
12
Properties=species:S:1:pos:R:3:forces:R:3
C -0.926 -0.191 2.080 -0.1 0.0 0.0
C -1.209 -1.122 1.076 -0.1 0.0 0.3
C 0.036 0.754 1.712 -0.1 0.0 0.3
C -0.458 -0.848 -0.029 0.7 0.7 -0.3
C 0.444 0.512 0.434 -0.2 -0.7 -0.8
C 0.444 -0.143 -0.739 0.0 0.1 0.0
C 1.436 0.468 -3.400 0.8 0.3 1.3
O 2.484 0.979 -3.531 -0.6 -0.3 -0.2
H -1.426 -0.185 3.034 -0.1 0.0 0.3
H -1.916 -1.926 1.164 -0.1 -0.1 0.0
H 0.392 1.551 2.337 0.1 0.1 0.1
H 0.700 0.149 -4.138 -0.3 -0.1 -0.7
```
Positions in Å, forces in eV/Å.

Summary:
ΔE to the lowest compared entry with this formula, charge and spin	333.4	kJ/mol
highest occupied orbital energy (spin up / spin down)	-8.0 / -7.8	eV
2S+1	1
gap between HOMO and LUMO (spin up / spin down)	0.318 / 0.267	Ha
E_LUMO (spin up / spin down)	0.62 / -0.51	eV
net charge	0



The following is a quantum chemistry calculation of an isolated molecule of C7H4O2 in a non-equilibrium geometry, from the Open Molecules 2025 dataset.

Geometry as XYZ:
```
13
Properties=species:S:1:pos:R:3:forces:R:3
O -0.678 0.213 3.877 1.0 0.6 -3.1
C -0.381 0.355 2.747 -1.2 -0.8 1.7
C -0.083 0.451 1.434 -0.2 2.5 0.1
C 0.091 1.776 0.784 0.1 -0.6 1.4
C 0.929 1.886 -0.241 0.8 0.0 -1.8
C 1.329 0.645 -0.990 -0.5 -0.3 1.8
C 1.155 -0.591 -0.439 0.7 1.1 -1.8
C 0.387 -0.735 0.741 -0.1 0.5 1.2
O 0.079 -1.794 1.199 -0.5 -3.0 0.8
H -0.381 2.659 1.188 0.2 0.0 0.4
H 1.333 2.903 -0.498 -0.8 -1.3 -0.3
H 1.631 0.648 -2.009 0.8 0.6 -0.5
H 1.468 -1.536 -0.913 -0.3 0.7 0.0
```
Positions in Å, forces in eV/Å.

Summary:
ΔE to the lowest compared entry with this formula, charge and spin	0.0	kJ/mol
highest occupied orbital energy	-8.7	eV
2S+1	1
SMILES	O=C=C1C=CC=CC1=O
gap between HOMO and LUMO	0.306	Ha
E_LUMO	-0.35	eV
net charge	0



The following is a quantum chemistry calculation of an isolated molecule of C7H4O2S in a non-equilibrium geometry, from the Open Molecules 2025 dataset.

Geometry as XYZ:
```
14
Properties=species:S:1:pos:R:3:forces:R:3
C 1.296 0.708 -0.878 0.1 0.0 0.1
C 1.927 1.850 1.225 0.0 -0.1 -0.3
C 0.409 0.467 0.134 1.2 0.9 0.1
C 0.777 1.147 1.339 -0.4 -0.2 -0.2
C -0.748 -0.317 0.202 -1.3 0.4 2.9
C -0.224 1.006 2.459 1.1 0.6 0.0
C -1.569 -1.228 -0.212 -0.1 0.0 0.0
O -0.060 1.532 3.536 -0.1 0.1 0.3
O -1.237 0.296 2.107 -0.3 -1.6 -3.1
S 2.586 1.715 -0.360 -0.5 -0.2 0.2
H 1.273 0.337 -1.883 0.0 -0.1 -0.2
H 2.413 2.436 1.980 0.0 0.1 0.2
H -2.434 -1.518 0.358 -0.1 0.0 0.2
H -1.409 -1.729 -1.157 0.2 0.1 -0.1
```
Positions in Å, forces in eV/Å.

Summary:
ΔE to the lowest compared entry with this formula, charge and spin	0.0	kJ/mol
highest occupied orbital energy	-9.6	eV
2S+1	1
gap between HOMO and LUMO	0.331	Ha
E_LUMO	-0.64	eV
net charge	0



The following is a quantum chemistry calculation of a cluster of 2 separate species, C7H4O3 in total in a non-equilibrium geometry, from the Open Molecules 2025 dataset.

Geometry as XYZ:
```
14
Properties=species:S:1:pos:R:3:forces:R:3
O -1.625 2.871 -0.625 2.6 -2.3 1.4
C -0.838 2.044 -0.296 -2.9 2.1 -1.7
C -0.064 0.991 -0.087 0.5 0.6 0.3
C 0.505 0.547 1.152 -1.2 -0.8 1.9
C 1.380 -0.451 0.849 -1.0 2.0 -1.8
C 1.532 -0.543 -0.632 2.3 -2.4 1.8
C 0.653 0.317 -1.150 -0.5 0.9 -1.6
H 0.019 0.754 2.158 1.1 -0.2 -1.4
H 1.844 -0.980 1.596 1.3 -1.5 1.3
H 2.367 -1.299 -1.023 -2.3 2.1 0.2
H 0.487 0.679 -2.148 0.2 -0.5 -0.4
O -2.187 -2.004 -1.024 -0.2 0.0 0.5
C -2.106 -1.648 0.082 0.3 -0.6 -2.5
O -1.968 -1.277 1.150 -0.1 0.5 2.1
```
Positions in Å, forces in eV/Å.

Summary:
ΔE to the lowest compared entry with this formula, charge and spin	0.0	kJ/mol
highest occupied orbital energy	-8.9	eV
2S+1	1
SMILES	O=C=C1C=CC=C1.O=C=O
gap between HOMO and LUMO	0.337	Ha
E_LUMO	0.27	eV
net charge	0



The following is a quantum chemistry calculation of a cluster of 2 separate species, C7H5Br2ClN2O3 in total in a non-equilibrium geometry, from the Open Molecules 2025 dataset.

Geometry as XYZ:
```
20
Properties=species:S:1:pos:R:3:forces:R:3
C 0.175 0.218 2.633 0.6 -0.4 -1.2
C 0.012 0.947 1.430 -1.4 -2.9 -0.5
C -0.020 -1.190 2.675 -0.6 1.6 -2.4
C -0.786 -1.048 0.386 -0.6 -0.5 -3.5
C -0.501 0.292 0.263 1.4 2.3 2.7
C -0.508 -1.767 1.483 1.0 -0.5 3.5
C 0.493 1.734 -1.343 -0.4 -0.7 -2.4
N -1.188 -1.739 -0.748 -0.5 1.3 0.5
N 0.559 1.168 -3.445 -0.8 3.1 4.9
O -0.148 1.797 -4.156 0.1 -0.6 -1.1
O 1.389 0.357 -3.482 0.9 -1.8 -2.0
O -0.541 0.938 -1.002 -0.3 -0.8 1.1
Cl -0.613 -3.497 1.287 0.0 -0.1 0.8
Br 2.195 1.116 -0.856 0.4 0.3 0.2
Br 0.119 3.598 -1.162 0.2 -0.3 -0.1
H 0.715 0.799 3.375 -0.4 -0.5 0.5
H 0.338 1.937 1.445 0.3 1.5 -0.3
H 0.263 -1.834 3.453 0.3 -0.4 1.1
H -0.997 -1.107 -1.496 -0.1 -0.8 -1.3
H -0.958 -2.717 -0.738 0.1 0.1 -0.7
```
Positions in Å, forces in eV/Å.

Summary:
ΔE to the lowest compared entry with this formula, charge and spin	102.1	kJ/mol
highest occupied orbital energy (spin up / spin down)	-8.6 / -8.6	eV
2S+1	1
gap between HOMO and LUMO (spin up / spin down)	0.289 / 0.289	Ha
E_LUMO (spin up / spin down)	-0.76 / -0.76	eV
net charge	0



The following is a quantum chemistry calculation of an isolated molecule of C7H5ClN2S in a non-equilibrium geometry, from the Open Molecules 2025 dataset.

Geometry as XYZ:
```
16
Properties=species:S:1:pos:R:3:forces:R:3
N -0.065 1.193 -2.315 -0.1 0.6 -0.2
C -0.083 0.266 -1.211 0.5 4.2 -0.4
C -0.059 -1.068 -1.392 -0.6 -1.9 -1.1
C -0.074 -1.952 -0.344 0.5 -0.2 4.6
C 0.000 -1.386 1.006 -0.5 -1.4 -2.6
C 0.046 0.003 1.188 0.7 1.2 1.0
C 0.217 0.858 2.419 -0.5 1.2 -2.7
Cl 0.153 -0.058 3.891 0.2 1.2 0.0
N 0.297 2.196 2.186 -0.1 -3.9 1.8
S 0.213 2.529 0.574 -0.2 -0.9 -0.3
C 0.034 0.855 0.083 -0.1 -1.0 -0.7
H -0.837 1.143 -3.038 1.5 0.3 1.5
H 0.352 2.151 -2.090 -1.3 -2.0 -0.7
H -0.097 -1.502 -2.380 0.1 0.4 -0.3
H -0.056 -3.097 -0.357 -0.1 2.0 -0.6
H -0.041 -2.130 1.781 0.1 0.3 0.6
```
Positions in Å, forces in eV/Å.

Summary:
ΔE to the lowest compared entry with this formula, charge and spin	174.4	kJ/mol
highest occupied orbital energy	-8.2	eV
2S+1	1
SMILES	Nc1cccc2c(Cl)nsc12
gap between HOMO and LUMO	0.310	Ha
E_LUMO	0.24	eV
net charge	0



The following is a quantum chemistry calculation of an isolated molecule of C7H5ClO3 in a non-equilibrium geometry, from the Open Molecules 2025 dataset.

Geometry as XYZ:
```
16
Properties=species:S:1:pos:R:3:forces:R:3
O -2.023 1.411 -2.593 0.2 0.8 -0.8
C -1.440 1.118 -1.612 -0.8 -1.7 1.7
C -1.692 0.206 -0.390 -0.7 0.1 -2.7
Cl -2.590 -1.274 -0.771 0.3 0.4 0.2
C -0.274 0.454 -1.020 0.9 -0.7 0.5
C 0.500 -0.746 -1.443 1.8 -1.0 -0.9
C 1.294 -1.061 -0.413 -0.9 0.4 0.2
C 1.117 -0.104 0.628 -2.0 3.3 0.2
C 1.027 -0.081 1.962 1.8 -2.1 -1.0
O 0.815 0.910 2.807 1.5 -4.3 2.9
O 0.534 1.063 -0.053 0.3 -0.2 0.7
H -1.825 0.544 0.590 0.0 0.5 1.3
H 0.696 -1.275 -2.387 -1.1 0.6 0.2
H 1.989 -1.823 -0.254 0.8 -1.3 -0.4
H 1.374 -1.032 2.414 -0.3 0.9 0.3
H 0.500 1.691 2.535 -1.8 4.3 -2.5
```
Positions in Å, forces in eV/Å.

Summary:
ΔE to the lowest compared entry with this formula, charge and spin	272.4	kJ/mol
highest occupied orbital energy	-8.7	eV
2S+1	1
SMILES	O=C1[C@@H](Cl)[C@@]12C=C/C(=C/O)O2
gap between HOMO and LUMO	0.317	Ha
E_LUMO	-0.08	eV
net charge	0



The following is a quantum chemistry calculation of a cluster of 3 separate species, C7H5I3NO2 in total in a non-equilibrium geometry, from the Open Molecules 2025 dataset.

Geometry as XYZ:
```
18
Properties=species:S:1:pos:R:3:forces:R:3
C 2.053 1.222 0.741 -0.8 1.7 1.8
C 1.319 2.250 1.380 0.1 1.8 0.7
C 0.020 0.427 -0.348 0.1 -0.6 -2.1
C -2.199 -4.185 -0.255 -2.0 -1.5 -1.5
C 1.462 0.369 -0.080 -1.3 -0.4 0.1
C 0.017 2.522 1.192 -2.9 -3.4 -3.1
C -0.720 1.471 0.148 2.7 3.2 3.9
N -0.557 -0.441 -1.267 -1.0 0.5 -1.3
O -1.677 -3.586 0.553 1.7 1.5 1.9
O -2.897 -4.816 -0.942 0.3 0.0 -0.3
I 2.404 3.714 2.554 -0.2 -0.6 -0.2
I -2.735 1.880 -0.121 0.2 -0.3 -0.2
I 0.368 -3.499 -2.396 0.2 -0.3 -0.2
H 3.043 1.114 1.090 1.2 -0.2 -0.2
H -0.125 -1.378 -1.581 -0.6 1.7 0.4
H 2.202 -0.323 -0.403 -0.6 -1.2 -1.1
H -0.683 3.242 1.660 1.1 -0.4 -0.3
H -1.296 0.018 -1.925 1.9 -1.5 1.8
```
Positions in Å, forces in eV/Å.

Summary:
ΔE to the lowest compared entry with this formula, charge and spin	60.3	kJ/mol
highest occupied orbital energy	-4.4	eV
2S+1	1
gap between HOMO and LUMO	0.239	Ha
E_LUMO	2.13	eV
net charge	-1



The following is a quantum chemistry calculation of the ion C7H5IN5 with charge +1 in a non-equilibrium geometry, from the Open Molecules 2025 dataset.

Geometry as XYZ:
```
18
Properties=species:S:1:pos:R:3:forces:R:3
C -3.024 1.620 0.034 0.9 0.3 0.0
C 2.358 -0.199 0.050 -0.1 0.2 -0.1
C 2.313 -1.607 0.150 -0.1 -0.1 0.0
C -1.657 1.502 -0.191 -0.7 0.6 -0.2
C 0.157 -0.154 -0.169 0.8 -1.6 0.1
C 0.106 -1.565 -0.062 0.8 1.3 0.0
C -3.799 0.577 0.357 -0.4 -1.1 0.2
N 1.274 0.542 -0.110 -0.3 0.2 0.0
N 1.195 -2.305 0.099 -0.5 -0.2 0.0
N -1.158 0.252 -0.294 0.2 -0.6 0.1
N -1.950 -0.802 -0.326 -1.2 0.7 0.0
N -1.204 -1.894 -0.155 0.2 0.0 0.2
I -5.589 -0.225 0.012 0.4 0.3 -0.1
H -3.436 2.623 0.129 -0.1 0.0 0.0
H 3.295 0.334 0.100 0.1 -0.1 0.0
H 3.220 -2.180 0.278 0.1 0.1 0.0
H -0.970 2.321 -0.305 0.1 0.0 0.0
H -1.634 -2.808 -0.160 -0.1 0.1 -0.1
```
Positions in Å, forces in eV/Å.

Summary:
ΔE to the lowest compared entry with this formula, charge and spin	39.1	kJ/mol
highest occupied orbital energy (spin up / spin down)	-11.6 / -11.7	eV
2S+1	1
gap between HOMO and LUMO (spin up / spin down)	0.241 / 0.237	Ha
E_LUMO (spin up / spin down)	-5.05 / -5.23	eV
net charge	+1



The following is a quantum chemistry calculation of a structure of composition C7H5KNaO3 in a non-equilibrium geometry, from the Open Molecules 2025 dataset.

Geometry as XYZ:
```
17
Properties=species:S:1:pos:R:3:forces:R:3
O 4.850 -1.069 -2.170 -2.8 1.1 0.2
C 3.709 -0.586 -2.061 3.5 -1.4 -0.3
C 2.601 -0.047 -1.918 -3.7 1.5 0.5
C 1.260 0.487 -1.913 2.6 -2.3 -2.1
C 0.838 1.597 -1.217 -3.1 3.6 0.8
O -0.196 2.365 -1.518 2.8 -2.6 0.7
Na -3.445 0.440 2.102 0.3 -0.2 -0.2
H 0.568 0.133 -2.698 0.3 0.1 0.5
H 1.419 1.881 -0.320 0.0 0.0 -0.3
C -0.703 -0.601 2.729 -0.1 0.0 0.1
C -1.077 -1.449 1.755 0.3 0.0 0.1
C -1.295 -1.013 0.345 -1.0 0.4 0.2
O -2.348 -0.327 0.175 0.3 -0.1 -0.2
K -4.111 1.200 -1.481 0.6 -0.2 0.2
H -0.604 0.472 2.532 0.0 -0.3 0.0
H -0.387 -0.953 3.713 -0.1 0.1 -0.3
H -1.080 -2.529 1.943 0.0 0.3 -0.1
```
Positions in Å, forces in eV/Å.

Summary:
highest occupied orbital energy (spin up / spin down)	-1.2 / -1.2	eV
2S+1	1
gap between HOMO and LUMO (spin up / spin down)	0.078 / 0.078	Ha
E_LUMO (spin up / spin down)	0.91 / 0.91	eV
net charge	-1



The following is a quantum chemistry calculation of a structure of composition C7H5MnNO7 in a non-equilibrium geometry, from the Open Molecules 2025 dataset.

Geometry as XYZ:
```
21
Properties=species:S:1:pos:R:3:forces:R:3
O -1.555 4.417 -1.853 1.7 -4.3 1.9
C -1.162 3.431 -1.407 -2.7 6.7 -3.0
Mn -0.493 1.714 -0.649 -0.4 -0.3 0.2
O 1.458 2.918 1.279 -3.4 -1.7 -3.4
C 0.696 2.498 0.516 5.7 3.0 5.6
C -1.563 0.631 -1.694 -4.2 -5.4 -4.5
O -2.167 -0.136 -2.314 2.5 3.4 2.6
C 0.888 1.510 -1.845 6.7 -1.6 -5.2
O 1.793 1.288 -2.530 -4.0 1.1 2.9
C -1.728 1.629 0.738 -4.8 0.6 6.2
O -2.444 1.700 1.642 2.9 -0.3 -3.9
N 1.455 -2.785 0.465 -0.4 0.2 -0.4
C 0.371 -2.385 1.393 -0.4 -0.6 0.4
C -0.243 -1.144 0.741 3.8 0.2 -1.1
O -1.453 -0.910 0.910 -0.7 0.1 0.1
O 0.616 -0.485 0.052 -3.0 0.0 1.1
H 1.028 -3.166 -0.385 0.4 -0.2 -0.2
H 2.063 -3.498 0.861 0.4 -0.3 0.2
H 1.975 -1.927 0.208 0.2 -0.6 0.0
H -0.350 -3.189 1.520 0.0 -0.1 0.1
H 0.816 -2.111 2.352 -0.2 0.1 0.1
```
Positions in Å, forces in eV/Å.

Summary:
ΔE to the lowest compared entry with this formula, charge and spin	0.0	kJ/mol
highest occupied orbital energy (spin up / spin down)	-22.4 / -23.3	eV
2S+1	5
gap between HOMO and LUMO (spin up / spin down)	0.378 / 0.246	Ha
E_LUMO (spin up / spin down)	-12.15 / -16.59	eV
net charge	+3